69
Properties=species:S:1:pos:R:3 method="wB97M-V/def2-TZVPD" lumo_energy_ha=-0.406 total_charge=+3 relative_energy_ev=0.095 homo_energy_ev=-16.8
Zr 0.288 0.410 0.468
C 1.495 3.070 -1.100
C 0.246 3.100 -1.931
C -0.256 4.296 -2.424
C -1.425 4.313 -3.174
C -2.109 3.137 -3.432
C -1.639 1.910 -2.966
C -2.445 0.669 -3.255
C -0.450 1.929 -2.233
N 0.090 0.679 -1.702
C 0.491 -0.265 -2.489
C 0.562 -0.202 -3.962
C 0.930 -1.542 -1.774
C 1.341 -2.740 -2.537
N 0.845 -1.439 -0.500
C 1.152 -2.450 0.482
C 0.088 -2.769 1.336
C -1.279 -2.168 1.131
C 0.295 -3.737 2.305
C 1.538 -4.350 2.414
C 2.581 -3.987 1.578
C 2.423 -3.017 0.590
C 3.601 -2.615 -0.252
H 2.095 3.969 -1.240
H 2.150 2.228 -1.345
H 1.273 3.054 -0.022
H 0.278 5.218 -2.232
H -1.803 5.251 -3.559
H -3.024 3.161 -4.010
H -3.497 0.843 -3.027
H -2.128 -0.208 -2.689
H -2.402 0.409 -4.315
H 0.405 0.805 -4.338
H -0.197 -0.866 -4.393
H 1.530 -0.585 -4.296
H 0.652 -2.910 -3.366
H 1.378 -3.621 -1.901
H 2.332 -2.581 -2.975
H -1.700 -2.423 0.158
H -1.312 -1.055 1.244
H -1.968 -2.485 1.912
H -0.516 -4.032 2.958
H 1.693 -5.119 3.160
H 3.548 -4.463 1.690
H 4.463 -2.420 0.386
H 3.425 -1.717 -0.843
H 3.888 -3.421 -0.931
Te 2.830 0.858 1.485
C 1.996 -0.084 3.151
C 2.514 -0.886 4.114
C 1.494 -1.424 4.972
C 0.229 -1.070 4.643
S 0.298 0.051 3.327
H 3.565 -1.114 4.225
H 1.711 -2.056 5.823
H -0.705 -1.303 5.129
C -3.550 1.756 1.496
C -2.691 2.275 2.671
C -1.429 2.786 2.029
O -1.231 1.810 0.898
C -2.595 1.661 0.309
H -4.352 2.450 1.254
H -4.004 0.797 1.731
H -2.457 1.470 3.368
H -3.186 3.066 3.231
H -0.526 2.759 2.633
H -1.534 3.756 1.545
H -2.609 0.708 -0.227
H -2.698 2.473 -0.407

***

66
Properties=species:S:1:pos:R:3 method="wB97M-V/def2-TZVPD" lumo_energy_ha="-0.088 / -0.148" multiplicity=5 total_charge=+1 homo_energy_ev="-9.0 / -11.3"
C 1.138 -2.094 0.720
C 1.611 -1.360 -0.411
C 0.683 -1.546 -1.493
C -0.364 -2.411 -1.031
C -0.119 -2.704 0.364
Os -0.419 -0.641 0.153
C -3.189 1.007 -1.255
C -2.520 0.562 -0.082
H -2.241 1.216 0.787
C -2.473 -0.880 0.242
H -2.918 -1.453 -0.574
H -2.845 -1.182 1.233
C -3.212 2.536 -1.370
H -2.601 3.131 -0.678
H -2.975 2.982 -2.337
H -4.254 2.799 -1.151
C -2.786 0.291 -2.559
H -1.886 -0.344 -2.639
H -3.621 -0.378 -2.808
H -2.649 0.935 -3.431
C 2.940 -0.680 -0.488
H 3.109 -0.076 0.411
H 3.756 -1.416 -0.559
H 2.985 -0.016 -1.350
C 0.920 -1.135 -2.918
H 1.454 -0.181 -2.949
H 1.524 -1.899 -3.433
H -0.025 -1.025 -3.458
C -1.397 -3.098 -1.877
H -1.525 -2.575 -2.830
H -1.079 -4.131 -2.084
H -2.360 -3.143 -1.360
C -0.900 -3.656 1.217
H -1.940 -3.711 0.882
H -0.458 -4.661 1.163
H -0.886 -3.336 2.266
C 1.902 -2.340 1.984
H 1.233 -2.644 2.796
H 2.638 -3.146 1.838
H 2.448 -1.440 2.289
C 1.563 2.048 -1.203
C 0.242 2.032 -1.755
C 2.686 2.569 -1.768
C 0.175 2.461 -3.092
H -0.915 1.845 -1.719
C 2.599 2.936 -3.140
H 3.601 2.649 -1.130
C 1.327 2.838 -3.782
H -0.814 2.431 -3.598
H 3.441 3.254 -3.722
H 1.195 3.040 -4.868
N -0.992 -0.099 4.312
C -1.255 -0.610 3.097
N -0.449 -0.057 2.187
C 0.423 0.822 2.856
C 1.512 1.577 2.411
C 2.211 2.314 3.383
C 1.833 2.293 4.740
C 0.745 1.521 5.174
C 0.065 0.806 4.200
H -1.481 -0.345 5.166
H -2.042 -1.336 2.934
H 1.748 1.578 1.342
H 3.066 2.924 3.085
H 2.397 2.889 5.460
H 0.417 1.462 6.212

***

68
Properties=species:S:1:pos:R:3 method="wB97M-V/def2-TZVPD" lumo_energy_ha=-0.108 total_charge=+1 relative_energy_ev=0.361 homo_energy_ev=-10.8
C -2.727 -0.212 -1.635
N -2.138 1.056 -1.269
C -2.962 2.125 -1.013
O -4.159 2.175 -1.278
C -2.121 3.196 -0.348
C -2.472 3.342 1.133
C -2.496 2.001 1.831
C -3.654 1.217 1.779
C -3.680 -0.054 2.350
C -2.533 -0.553 2.978
C -1.391 0.247 3.082
C -1.384 1.536 2.538
N -0.764 2.686 -0.556
C 0.323 3.356 -0.041
C 1.419 2.788 0.520
C 2.745 3.495 0.590
C 3.973 2.613 0.357
C 5.147 3.229 -0.082
C 6.308 2.480 -0.292
C 6.274 1.089 -0.125
C 5.096 0.470 0.299
C 3.953 1.236 0.588
N 2.889 4.219 1.809
C 4.091 4.597 2.425
C 3.830 5.636 3.240
N 2.453 5.889 3.149
C 1.717 6.962 3.793
C 1.916 5.007 2.301
C -0.720 1.375 -1.232
C -0.032 1.362 -2.658
C -0.718 2.400 -3.546
C -0.158 -0.020 -3.291
C 1.452 1.670 -2.522
H -3.498 -0.488 -0.900
H -3.210 -0.148 -2.623
H -1.955 -0.986 -1.643
H -2.251 4.141 -0.904
H -1.767 4.033 1.611
H -3.477 3.783 1.161
H -4.540 1.610 1.271
H -4.594 -0.650 2.291
H -2.539 -1.560 3.398
H -0.496 -0.125 3.588
H -0.515 2.190 2.655
H 0.240 4.449 -0.069
H 1.345 1.808 0.993
H 2.706 4.217 -0.259
H 5.157 4.315 -0.207
H 7.228 2.990 -0.575
H 7.164 0.490 -0.325
H 5.042 -0.615 0.429
H 3.056 0.768 1.000
H 5.026 4.111 2.226
H 4.509 6.218 3.837
H 2.367 7.476 4.508
H 1.348 7.687 3.049
H 0.840 6.556 4.319
H 0.871 4.953 2.031
H -0.197 0.650 -0.582
H -0.613 3.412 -3.139
H -0.250 2.382 -4.540
H -1.784 2.175 -3.678
H 0.223 -0.806 -2.625
H -1.187 -0.257 -3.582
H 0.441 -0.048 -4.212
H 1.942 0.955 -1.850
H 1.931 1.593 -3.509
H 1.631 2.681 -2.147

***

70
Properties=species:S:1:pos:R:3 method="wB97M-V/def2-TZVPD" lumo_energy_ha=0.023 relative_energy_ev=0.828 homo_energy_ev=-7.8
C -3.904 -2.239 -1.833
C -2.591 -2.671 -2.027
C -2.651 -4.005 -2.343
N -3.951 -4.357 -2.450
C -4.744 -3.299 -2.058
H -4.232 -1.239 -1.616
H -1.746 -2.071 -1.877
H -1.906 -4.740 -2.605
H -4.294 -5.260 -2.686
H -5.837 -3.403 -2.005
C 1.121 -1.411 3.599
C 0.104 -0.497 3.975
C 0.718 0.740 4.075
N 2.021 0.604 3.773
C 2.281 -0.710 3.419
H 0.969 -2.446 3.428
H -0.938 -0.759 4.086
H 0.305 1.706 4.322
H 2.726 1.295 3.689
H 3.263 -0.993 3.081
C -3.253 2.071 -1.392
C -3.815 2.093 -2.651
C -4.111 3.399 -2.954
N -3.799 4.150 -1.855
C -3.341 3.327 -0.889
H -2.840 1.215 -0.896
H -3.979 1.233 -3.252
H -4.497 3.842 -3.884
H -3.889 5.149 -1.817
H -3.065 3.729 0.068
C 5.821 0.959 -1.256
C 5.270 2.234 -1.319
C 3.889 2.122 -1.263
N 3.625 0.796 -1.344
C 4.767 0.086 -1.311
H 6.898 0.778 -1.216
H 5.798 3.169 -1.313
H 3.045 2.786 -1.224
H 2.719 0.393 -1.507
H 4.653 -0.985 -1.383
C -0.226 4.357 2.612
C -0.210 5.018 3.842
C -1.351 4.625 4.497
N -2.014 3.752 3.739
C -1.395 3.576 2.564
H 0.499 4.553 1.846
H 0.543 5.698 4.218
H -1.801 4.829 5.460
H -2.797 3.220 4.034
H -1.818 2.859 1.895
C 3.162 -4.497 -0.535
C 2.743 -4.161 -1.828
C 1.392 -4.423 -1.887
N 1.025 -4.893 -0.688
C 2.099 -4.982 0.178
H 4.179 -4.432 -0.192
H 3.417 -3.801 -2.607
H 0.717 -4.303 -2.710
H 0.087 -5.074 -0.397
H 2.028 -5.362 1.192
C 0.313 0.288 -1.850
C 0.524 -1.077 -1.766
C 0.478 -1.417 -0.431
N 0.206 -0.241 0.273
C 0.060 0.763 -0.606
H 0.256 0.859 -2.773
H 0.731 -1.732 -2.592
H 0.596 -2.305 0.169
H 0.117 -0.260 1.288
H -0.171 1.769 -0.237